{
  "formula": "C31H46BClN6O7ReS3",
  "method": "ωB97M-V/def2-TZVPD",
  "symbols": ["Re", "C", "C", "C", "C", "N", "N", "B", "N", "N", "C", "C", "C", "C", "C", "S", "C", "C", "C", "C", "N", "N", "C", "C", "C", "C", "C", "S", "C", "C", "C", "C", "C", "S", "C", "C", "C", "C", "H", "H", "H", "H", "H", "H", "H", "H", "H", "H", "H", "H", "H", "H", "H", "H", "H", "H", "H", "H", "H", "H", "H", "H", "H", "H", "H", "H", "H", "H", "H", "H", "H", "H", "H", "H", "H", "H", "H", "C", "C", "C", "O", "C", "O", "O", "H", "H", "H", "H", "H", "H", "H", "O", "Cl", "O", "O", "O"],
  "coordinates": [[0.9222, -2.9969, -0.5992], [2.6235, -2.2991, 4.3080], [1.7780, -1.3260, 3.5498], [1.4178, -0.1091, 4.0378], [0.5855, 0.7581, 3.2869], [0.1921, 0.4340, 2.0826], [0.5792, -0.7487, 1.5763], [0.0389, -1.0835, 0.1436], [-1.5245, -1.1591, 0.2416], [-2.1524, 0.0236, 0.2761], [-3.4575, 0.0314, 0.3565], [-4.1827, -1.1827, 0.4768], [-3.5504, -2.3871, 0.3963], [-4.2651, -3.6997, 0.4429], [-2.1443, -2.3306, 0.2116], [-1.2528, -3.7691, -0.1423], [-4.1637, 1.3759, 0.3419], [-3.2748, 2.4457, -0.2917], [-4.4875, 1.7426, 1.7988], [-5.4652, 1.2755, -0.4658], [0.4040, 0.1058, -0.8638], [1.3142, 0.9247, -0.3882], [1.7598, 1.9171, -1.1447], [1.2413, 2.1256, -2.4242], [0.2924, 1.2715, -2.9397], [-0.2688, 1.4636, -4.3154], [-0.0847, 0.2076, -2.1091], [-1.2162, -1.0085, -2.7163], [2.8195, 2.8307, -0.5590], [2.2152, 4.2375, -0.4304], [3.2756, 2.3343, 0.8109], [4.0214, 2.8673, -1.5148], [1.2937, -1.6396, 2.2541], [1.5834, -3.2229, 1.6079], [0.0875, 2.0631, 3.8851], [-0.8251, 1.7030, 5.0690], [-0.7077, 2.8589, 2.8575], [1.2676, 2.9068, 4.3861], [2.9099, -1.8864, 5.2721], [3.5275, -2.5413, 3.7472], [2.0847, -3.2328, 4.4787], [1.7495, 0.1886, 5.0233], [-5.2582, -1.1542, 0.5852], [-5.3210, -3.5559, 0.6576], [-3.8371, -4.3489, 1.2075], [-4.1721, -4.2196, -0.5124], [-2.3065, 2.5167, 0.1961], [-3.7733, 3.4118, -0.2184], [-3.1089, 2.2343, -1.3507], [-3.5818, 1.7923, 2.4064], [-5.1634, 1.0149, 2.2517], [-4.9753, 2.7163, 1.8323], [-5.2872, 0.8884, -1.4708], [-5.8986, 2.2701, -0.5662], [-6.2152, 0.6516, 0.0194], [1.5927, 2.9570, -3.0203], [0.1024, 2.3926, -4.7409], [-1.3573, 1.5041, -4.3032], [0.0231, 0.6347, -4.9602], [1.3622, 4.2433, 0.2494], [1.8880, 4.6301, -1.3945], [2.9686, 4.9188, -0.0356], [2.4475, 2.3157, 1.5197], [4.0424, 3.0080, 1.1927], [3.6947, 1.3308, 0.7547], [3.7742, 3.3055, -2.4821], [4.4296, 1.8686, -1.6794], [4.8064, 3.4812, -1.0744], [-1.6429, 1.0523, 4.7538], [-1.2562, 2.6136, 5.4845], [-0.2768, 1.2024, 5.8686], [-1.6006, 2.3183, 2.5489], [-0.1148, 3.0586, 1.9637], [-1.0111, 3.8100, 3.2942], [1.9038, 2.3709, 5.0896], [0.8814, 3.7830, 4.9067], [1.8896, 3.2555, 3.5612], [0.1949, -4.9175, -4.6416], [1.1363, -3.9853, -3.8837], [2.5319, -3.9683, -4.4775], [1.1671, -4.4041, -2.4853], [0.5271, -2.5962, -3.9147], [0.5394, -1.8360, -4.8162], [-0.2032, -2.3601, -2.7297], [0.6278, -5.9170, -4.6707], [0.0660, -4.5650, -5.6638], [-0.7768, -4.9700, -4.1516], [2.9571, -4.9725, -4.4289], [3.1921, -3.2698, -3.9695], [2.4677, -3.6836, -5.5261], [1.9295, -4.9908, -2.3749], [3.4282, -1.0933, -0.1375], [3.4648, -1.8221, -1.3630], [4.6646, -1.6886, -2.0823], [3.1875, -3.2610, -1.0570], [2.2887, -1.4407, -2.1759]],
  "forces_ev_per_a": [[-0.09, -0.40, -0.64], [-0.02, 0.01, -0.02], [0.04, -0.02, 0.04], [-0.03, 0.00, 0.04], [-0.02, 0.03, -0.07], [0.05, -0.05, 0.01], [-0.04, 0.04, -0.04], [-0.12, 0.08, 0.09], [0.12, 0.10, -0.06], [-0.03, -0.06, 0.01], [-0.05, 0.00, 0.00], [0.01, -0.03, -0.05], [-0.01, 0.02, 0.02], [0.02, 0.03, 0.00], [-0.06, -0.08, 0.02], [0.15, -0.01, 0.03], [-0.02, -0.03, 0.00], [-0.01, 0.01, 0.01], [0.02, -0.01, 0.02], [0.00, 0.04, 0.02], [-0.03, -0.13, 0.13], [0.05, -0.05, -0.05], [-0.01, 0.05, 0.07], [-0.04, 0.03, 0.01], [0.01, 0.04, -0.02], [0.01, -0.03, 0.03], [-0.02, 0.02, -0.02], [-0.02, -0.01, -0.06], [-0.01, -0.04, -0.02], [0.02, 0.00, -0.02], [-0.02, 0.01, 0.02], [0.02, -0.03, 0.01], [-0.02, -0.09, 0.02], [0.10, 0.21, -0.13], [0.01, -0.05, -0.01], [0.02, 0.00, 0.01], [0.00, 0.02, -0.03], [-0.01, 0.01, -0.03], [0.00, 0.00, 0.00], [0.01, 0.00, -0.01], [-0.01, 0.00, 0.00], [0.01, 0.02, 0.01], [0.00, 0.01, 0.04], [-0.01, 0.01, 0.00], [0.01, 0.00, 0.01], [0.00, -0.01, -0.01], [0.07, 0.02, 0.08], [0.00, 0.01, -0.02], [0.01, -0.01, -0.03], [-0.07, 0.00, -0.04], [0.00, -0.01, 0.00], [-0.02, 0.01, 0.00], [0.01, 0.00, -0.01], [-0.01, 0.01, 0.01], [-0.01, -0.01, 0.01], [0.02, 0.00, 0.00], [0.01, 0.00, -0.01], [-0.01, 0.00, 0.01], [-0.01, -0.03, -0.01], [-0.03, -0.01, 0.03], [0.01, 0.02, 0.00], [0.00, 0.01, 0.00], [-0.02, 0.01, 0.01], [0.00, 0.01, 0.01], [0.03, -0.03, -0.02], [-0.03, -0.01, -0.02], [0.00, -0.01, 0.01], [0.01, 0.01, 0.00], [-0.02, 0.00, -0.01], [0.00, 0.01, 0.01], [0.00, -0.01, 0.01], [0.02, 0.00, -0.04], [0.02, 0.03, -0.02], [-0.01, 0.01, 0.00], [0.00, -0.02, 0.03], [0.00, 0.02, -0.01], [0.01, -0.01, -0.03], [0.00, 0.03, 0.02], [-0.08, -0.02, -0.01], [-0.01, -0.02, -0.03], [0.04, -0.04, 0.26], [-0.09, -0.08, -0.03], [0.03, 0.05, 0.02], [0.14, 0.13, 0.14], [0.00, 0.00, 0.01], [0.00, -0.01, -0.01], [-0.01, 0.01, 0.00], [0.00, -0.01, -0.01], [0.00, 0.03, 0.04], [0.02, 0.00, 0.00], [0.01, 0.03, -0.02], [0.21, -0.01, -0.21], [0.11, 0.13, -0.01], [-0.17, -0.07, 0.05], [-0.40, 0.25, 0.20], [0.20, -0.04, 0.24]],
  "homo_lumo_gap_ev": [7.37, 7.24],
  "e_homo_ev": [-13.88, -14.11],
  "total_charge": 2,
  "e_above_lowest_ev": 1.021,
  "e_tot_ha": -3821.26658,
  "spin_multiplicity": 4
}

***

{
  "formula": "C31H46Cl12F2N3O3S",
  "method": "ωB97M-V/def2-TZVPD",
  "symbols": ["C", "C", "C", "C", "C", "C", "N", "C", "C", "C", "C", "C", "C", "C", "C", "C", "C", "C", "S", "C", "C", "C", "C", "C", "C", "O", "C", "C", "N", "N", "C", "O", "F", "C", "O", "F", "H", "H", "H", "H", "H", "H", "H", "H", "H", "H", "H", "H", "H", "H", "H", "H", "H", "H", "H", "H", "H", "H", "H", "H", "H", "H", "H", "H", "H", "H", "H", "H", "H", "H", "H", "H", "H", "H", "H", "H", "H", "H", "C", "Cl", "Cl", "Cl", "H", "C", "Cl", "Cl", "Cl", "H", "C", "Cl", "Cl", "Cl", "H", "C", "Cl", "Cl", "Cl", "H"],
  "coordinates": [[4.4410, 0.1953, 0.4818], [3.5189, 1.4286, 0.9514], [1.9246, 1.1050, 0.9228], [1.4171, 0.5359, -0.4915], [0.3193, -0.6669, -0.3693], [0.9667, -2.0489, 0.2193], [1.1369, -2.0349, 1.7023], [0.6703, -3.2981, 2.3611], [-1.1356, -0.3353, 0.2158], [-1.3449, -0.0553, 1.7852], [-2.3276, -1.2452, 2.3264], [-2.2692, -1.4176, 3.9320], [-3.0503, -0.2331, 4.7140], [-3.9238, 0.8529, 4.0180], [-4.6412, 2.0175, 4.8218], [-4.4806, 2.1130, 6.3666], [-3.6319, 1.0082, 7.1127], [-2.9357, -0.1465, 6.2898], [-1.7603, 0.8695, -1.0542], [-0.9760, -0.1836, -2.3919], [-1.5303, -0.1200, -3.8853], [-1.5759, 1.4388, -4.4031], [-0.4769, 1.7197, -5.5798], [0.2320, 3.1549, -5.4604], [0.8392, 3.4965, -4.0103], [0.0065, 4.5287, -3.4135], [0.7511, 5.3688, -2.4993], [1.3976, 6.6858, -3.2071], [0.0446, -0.9174, -1.8581], [0.8424, -1.8117, -2.5494], [1.6720, -1.1723, -3.5824], [1.8437, 0.0510, -3.7463], [2.4110, -2.0391, -4.4659], [0.1042, -2.9909, -3.0467], [-0.2569, -3.1098, -4.2505], [-0.2172, -4.1270, -2.2178], [5.5446, 0.2945, 0.8548], [4.0340, -0.8445, 0.7411], [4.5224, 0.2451, -0.6784], [3.7945, 2.3232, 0.2707], [3.8241, 1.6704, 2.0420], [1.6351, 0.4829, 1.8364], [1.4104, 2.1378, 1.0687], [1.0163, 1.4394, -1.0900], [2.2631, 0.0935, -1.1534], [0.2944, -2.9633, -0.0215], [2.0249, -2.1480, -0.2354], [2.1147, -1.9025, 1.9933], [1.5587, -4.0300, 2.4150], [0.4204, -3.0299, 3.4616], [-0.2773, -3.7540, 1.9136], [-1.7534, -1.2910, -0.0190], [-1.9751, 0.9115, 1.8977], [-0.3754, 0.0004, 2.3935], [-2.0764, -2.2670, 1.8677], [-3.4371, -1.0373, 2.0687], [-2.6234, -2.4404, 4.3048], [-1.1505, -1.3111, 4.2196], [-4.0889, 0.8620, 2.8855], [-5.2858, 2.8135, 4.3095], [-4.9566, 2.9556, 6.9944], [-3.5047, 1.0474, 8.2618], [-2.3418, -0.9202, 6.8908], [-2.6157, -0.5283, -3.8626], [-0.8749, -0.6676, -4.6603], [-1.5220, 2.1945, -3.5458], [-2.6079, 1.5581, -4.9142], [-1.0433, 1.7138, -6.5941], [0.2790, 0.8576, -5.6448], [1.1297, 3.1564, -6.1978], [-0.4433, 4.0289, -5.7947], [1.8810, 3.9801, -4.1811], [0.9848, 2.5638, -3.3596], [1.5531, 4.8100, -1.8901], [-0.0089, 5.7828, -1.7288], [2.4191, 6.4409, -3.6883], [0.6747, 7.1576, -3.9798], [1.5983, 7.4805, -2.3940], [8.2351, -1.2176, 0.6328], [9.6779, -1.3744, 1.6433], [6.8131, -1.8460, 1.4792], [7.9837, 0.4715, 0.1634], [8.3842, -1.8055, -0.2715], [-4.4283, -5.2825, 4.9810], [-2.7386, -5.7919, 5.1248], [-4.5973, -3.5677, 5.3864], [-5.0361, -5.5983, 3.3487], [-5.0225, -5.8617, 5.6861], [-1.9082, 5.3299, -8.2509], [-0.3571, 5.8685, -7.5913], [-1.7382, 3.7479, -9.0262], [-3.1373, 5.2700, -6.9789], [-2.2286, 6.0482, -9.0039], [0.0320, -8.6385, 5.8801], [1.4778, -8.7830, 6.8892], [-1.3854, -9.2704, 6.7294], [-0.2290, -6.9528, 5.4046], [0.1829, -9.2293, 4.9781]],
  "forces_ev_per_a": [[0.47, 0.59, -1.03], [0.34, -0.71, 0.34], [0.58, 1.40, -0.05], [0.10, -0.13, 0.44], [1.18, 0.11, 0.35], [0.74, 0.16, 0.30], [-0.76, -0.65, -0.56], [0.53, -0.03, 1.66], [0.84, -1.90, -0.27], [-1.61, -0.02, -0.20], [-0.37, -0.28, 1.00], [0.55, 1.44, 0.14], [-1.69, 2.43, 2.09], [0.15, 0.45, 3.26], [2.13, -2.43, 2.45], [1.78, -3.06, -1.74], [-0.19, -0.30, -3.89], [-2.07, 2.84, -1.19], [1.06, -1.96, -1.71], [-0.04, 0.34, 0.53], [0.43, 0.77, 0.33], [-0.57, -0.13, -0.97], [-0.65, 0.37, -0.25], [0.84, -0.30, -0.09], [0.70, 0.87, -1.32], [1.37, -0.67, 0.67], [-0.28, 1.75, 0.78], [0.20, -0.28, 0.23], [-2.98, 1.45, 0.29], [0.17, -1.16, -2.34], [2.29, 3.59, -2.66], [-1.28, -5.66, 1.42], [-2.50, 1.45, 3.12], [-2.33, -3.11, -5.41], [2.04, 1.02, 6.21], [1.42, 3.96, -1.09], [-2.50, -0.12, -0.54], [0.52, 1.50, -0.11], [-0.12, -0.29, 1.86], [-0.65, -1.35, 1.24], [-0.69, -0.13, -1.82], [0.50, 0.58, -1.55], [0.68, -1.80, -0.14], [0.35, -1.66, 0.85], [-1.21, 0.72, 1.42], [1.14, 1.66, -0.01], [-1.85, -0.04, 0.20], [-0.70, 0.08, -0.56], [-1.68, 0.59, -0.25], [0.31, -0.56, -1.76], [1.53, 0.69, 0.38], [0.97, 1.52, 0.39], [1.41, -1.38, -0.06], [-1.54, -0.11, -1.18], [-0.13, 1.55, 0.54], [1.88, -0.22, 0.07], [0.42, 1.59, -0.79], [-1.77, -0.26, -0.29], [0.33, -0.13, 1.89], [1.18, -1.49, 0.64], [0.82, -1.56, -1.33], [-0.25, -0.10, -2.25], [-0.93, 1.22, -1.18], [1.97, 0.47, 0.12], [-1.12, 0.44, 1.63], [0.08, -1.07, -1.20], [1.63, -0.09, 1.11], [0.94, -0.09, 1.72], [-0.92, 1.42, 0.30], [-1.58, -0.05, 1.11], [0.93, -1.65, 0.80], [-1.53, -1.01, 0.32], [-0.41, 1.24, -0.66], [-1.13, 0.58, -1.09], [1.09, -0.87, -1.29], [-1.74, 0.42, 0.56], [1.21, -1.00, 1.28], [-0.32, -1.31, -1.22], [0.21, -0.01, 0.06], [-0.20, 0.01, -0.17], [0.27, -0.24, 0.00], [0.19, -0.13, -0.05], [-0.06, 0.14, 0.20], [0.03, 0.09, -0.02], [-0.95, 0.21, -0.04], [-0.20, -0.17, 0.10], [0.02, 0.01, 0.13], [0.13, 0.12, -0.16], [0.00, 0.01, 0.01], [-0.13, 0.17, -0.22], [-0.01, 0.12, 0.04], [0.09, 0.01, -0.10], [0.07, -0.17, 0.17], [0.04, -0.18, 0.14], [-0.15, 0.01, -0.16], [0.13, 0.08, -0.14], [0.85, -0.36, 0.03], [-0.04, 0.16, 0.19]],
  "homo_lumo_gap_ev": 6.12,
  "e_homo_ev": -10.44,
  "total_charge": 1,
  "e_tot_ha": -7718.33394
}